Molecular formula: C20H24B2Ba2Br12O16
Method: DFT, ωB97M-V/def2-TZVPD

```
76
Properties=species:S:1:pos:R:3:mulliken_charge:R:1
Ba 1.24 4.84 -0.79 1.806
Ba -1.22 -3.13 -5.03 1.808
O -0.20 -2.04 -2.66 -0.487
C -0.26 -1.46 -1.58 0.558
O 0.71 -1.04 -0.87 -0.279
B 0.17 -0.18 0.22 0.769
O -1.27 -0.35 0.15 -0.420
C -1.58 -0.97 -0.95 0.272
O -2.66 -1.24 -1.38 -0.419
O 0.56 1.24 -0.08 -0.596
C 1.63 1.54 0.60 0.840
O 2.34 2.50 0.40 -0.709
C 1.69 0.50 1.75 0.324
O 0.74 -0.41 1.53 -0.335
O 2.45 0.56 2.66 -0.512
O -5.46 0.61 -4.83 -0.478
C -4.31 0.87 -4.66 0.672
O -3.73 2.04 -4.41 -0.570
B -2.35 1.86 -4.11 0.927
O -2.04 0.43 -4.46 -0.610
C -3.14 -0.15 -4.79 0.754
O -3.25 -1.31 -5.09 -0.750
O -1.44 2.84 -4.71 -0.384
C -0.71 3.35 -3.77 0.453
O 0.21 4.10 -3.85 -0.651
C -1.18 2.81 -2.42 0.764
O -2.14 2.04 -2.60 -0.179
O -0.77 3.28 -1.40 -0.707
Br 6.05 3.91 3.67 -0.064
C 5.29 3.15 2.05 -0.319
C 6.31 3.03 0.93 -0.606
Br 7.14 4.74 0.54 -0.146
H 4.61 3.92 1.71 0.191
H 4.72 2.25 2.27 0.257
H 5.82 2.72 0.01 0.309
H 7.08 2.28 1.15 0.387
Br 5.70 -0.63 0.06 -0.146
C 4.44 -1.96 -0.59 -0.075
C 4.90 -2.42 -1.96 -0.646
Br 3.84 -3.99 -2.44 -0.191
H 3.44 -1.54 -0.64 -0.069
H 4.52 -2.81 0.07 0.345
H 5.95 -2.70 -1.96 0.453
H 4.79 -1.73 -2.79 0.373
Br -0.93 -3.54 3.00 -0.146
C 0.99 -3.59 3.39 -0.419
C 1.62 -4.84 2.89 -0.544
Br 1.69 -4.79 0.93 -0.142
H 0.99 -3.41 4.45 0.431
H 1.43 -2.74 2.89 0.056
H 1.07 -5.75 3.09 0.380
H 2.63 -4.99 3.24 0.364
Br -3.58 -4.26 -3.17 -0.297
C -4.95 -3.09 -2.40 -0.279
C -6.27 -3.85 -2.44 -0.549
Br -7.62 -2.62 -1.81 -0.107
H -5.04 -2.24 -3.07 0.096
H -4.67 -2.77 -1.41 0.428
H -6.25 -4.66 -1.72 0.409
H -6.51 -4.21 -3.43 0.424
Br -7.57 1.09 -2.48 -0.108
C -6.01 1.54 -1.44 -0.183
C -6.43 2.27 -0.18 -0.668
Br -4.83 2.75 0.83 -0.202
H -5.29 2.13 -2.00 0.127
H -5.57 0.59 -1.16 0.180
H -6.99 1.60 0.45 0.402
H -6.97 3.18 -0.36 0.438
Br 1.17 1.00 7.17 -0.173
C 2.95 1.61 6.51 -0.614
C 3.74 2.07 7.67 -0.540
Br 5.36 2.95 7.08 -0.152
H 2.62 2.41 5.87 0.342
H 3.37 0.74 6.04 0.371
H 4.01 1.26 8.35 0.387
H 3.21 2.79 8.28 0.381
```

Summary:
total charge	+2
energy relative to the best compared isomer or geometry (same formula, charge and spin)	1.4775	eV
calculated total energy	-897140.0082	eV